Record 1
C2HInLiO2 | wB97M-V/def2-TZVPD

Last column: Mulliken charge in e.
Geometry (Å):
O (1.512, 0.359, 0.699)  -0.515
C (1.196, 0.247, -0.529)  0.577
C (-0.100, 0.304, -1.010)  -0.334
H (-0.508, 1.325, -1.030)  0.380
Li (-0.124, 0.384, 1.723)  0.918
In (-0.531, -2.241, 0.232)  0.607
O (-1.445, -0.379, -0.084)  -0.633

Computed properties:
HOMO level (alpha / beta) (eV): -13.7817 / -13.8329
Charge: +1
ΔE to the lowest compared entry with this formula, charge and spin (kJ/mol): 0.0
Kohn-Sham gap (alpha / beta) (eV): 7.29 / 7.45
LUMO (alpha / beta) (hartree): -0.2385 / -0.2344


Record 2
C35H28BN13OSZr | wB97M-V/def2-TZVPD

Last column: Mulliken charge in e.
Geometry (Å):
Zr (0.088, -0.010, -0.475)  -0.646
C (2.398, -3.902, 0.486)  -1.505
C (1.906, -2.705, 0.989)  -0.008
N (1.495, -1.893, 0.007)  0.425
N (1.702, -2.590, -1.145)  0.102
C (2.251, -3.783, -0.879)  -0.195
B (1.414, -1.933, -2.487)  0.147
N (-0.795, -0.658, -3.208)  1.505
C (-2.114, -1.368, -2.910)  0.265
C (-2.838, -0.329, -2.150)  -1.662
C (-2.078, 0.772, -2.097)  0.186
N (-0.790, 0.684, -2.639)  -1.321
N (2.187, -0.619, -2.598)  0.022
C (3.122, -0.239, -3.480)  -0.183
C (3.597, 1.003, -3.109)  -1.474
C (2.864, 1.328, -1.974)  -0.047
N (2.014, 0.347, -1.660)  0.454
H (2.820, -4.719, 1.037)  0.488
H (1.892, -2.404, 2.020)  0.599
H (2.520, -4.447, -1.679)  0.528
H (1.675, -2.656, -3.388)  -0.032
H (-2.609, -1.724, -3.813)  0.337
H (-3.848, -0.430, -1.795)  0.504
H (-2.356, 1.717, -1.646)  0.594
H (3.398, -0.884, -4.294)  0.542
H (4.363, 1.582, -3.587)  0.481
H (2.923, 2.216, -1.367)  0.525
C (-2.546, -3.852, -0.430)  -1.832
C (-1.654, -2.725, -0.795)  0.239
N (-1.310, -1.754, -0.026)  2.556
N (-1.821, -1.644, 1.263)  -2.056
C (-1.875, -0.376, 1.563)  0.514
O (-1.473, 0.559, 0.725)  -0.409
C (-2.338, 0.059, 2.887)  0.597
C (-2.306, 1.413, 3.212)  -0.144
C (-2.686, 1.828, 4.476)  -0.883
C (-3.099, 0.894, 5.416)  -0.437
C (-3.139, -0.456, 5.093)  -0.790
C (-2.760, -0.878, 3.832)  -0.470
C (-1.231, -2.481, -2.215)  1.828
C (-1.041, -3.598, -3.197)  -1.540
C (-0.658, -3.363, -4.458)  -0.826
C (-0.325, -2.076, -5.091)  -0.857
C (-0.353, -0.843, -4.583)  -0.208
N (-0.101, -1.515, -2.271)  -0.212
H (-3.136, -3.601, 0.447)  0.485
H (-3.200, -4.117, -1.261)  0.458
H (-1.943, -4.732, -0.196)  0.321
H (-1.993, 2.133, 2.468)  0.547
H (-2.670, 2.879, 4.729)  0.455
H (-3.401, 1.219, 6.402)  0.447
H (-3.471, -1.178, 5.825)  0.447
H (-2.789, -1.925, 3.570)  0.478
H (-1.234, -4.613, -2.882)  0.546
H (-0.551, -4.214, -5.114)  0.523
H (-0.001, -2.142, -6.122)  0.516
H (-0.090, 0.071, -5.089)  0.578
S (2.559, 6.035, 3.947)  0.217
N (2.337, 4.486, 4.324)  -0.669
C (1.907, 3.870, 3.230)  0.654
C (1.618, 2.461, 3.110)  0.439
C (1.699, 1.580, 4.191)  -0.670
C (1.345, 0.266, 3.994)  -1.603
C (0.984, -0.145, 2.712)  -0.472
N (0.964, 0.663, 1.656)  0.488
C (1.212, 1.974, 1.860)  -0.536
C (0.969, 2.886, 0.744)  -0.576
N (0.454, 2.361, -0.390)  0.784
C (0.229, 3.182, -1.416)  -0.393
C (0.468, 4.555, -1.365)  -1.124
C (0.968, 5.104, -0.207)  -0.556
C (1.229, 4.259, 0.873)  0.545
C (1.732, 4.742, 2.138)  0.865
N (2.035, 6.003, 2.425)  -0.677
H (2.010, 1.952, 5.157)  0.591
H (1.338, -0.447, 4.803)  0.550
H (0.658, -1.164, 2.544)  0.985
H (-0.139, 2.723, -2.324)  0.555
H (0.255, 5.163, -2.231)  0.520
H (1.165, 6.162, -0.112)  0.575

Computed properties:
HOMO level (eV): -13.6182
Charge: +2
ΔE to the lowest compared entry with this formula, charge and spin (kJ/mol): 388.7
Kohn-Sham gap (eV): 7.70
LUMO (hartree): -0.2174